Entry from OMol25: CH2Cl2N2 in the gas phase at a distorted geometry (wB97M-V/def2-TZVPD).

The energy above the lowest of the compared OMol25 structures with the same formula, charge and spin is 0.00 kJ/mol. The structure (SMILES) is N/C(Cl)=N/Cl. Its HOMO energy is -9.4 eV. The calculation puts the total energy at -1069.1721 Ha. For the LUMO energy, the calculation gives 0.7 eV.

Geometry (Å):
N: -0.59655 -0.95924 -0.25177
C: 0.03482 0.19593 0.01125
Cl: -0.90798 1.60502 -0.46085
N: 1.17693 0.22425 0.53934
Cl: 1.93859 1.71100 0.85456
H: -0.13967 -1.82240 -0.01885
H: -1.50614 -0.95456 -0.67368

Mulliken population analysis, charges in e, atoms 1 to 4: atom 1 (N): -0.42, atom 2 (C): 0.69, atom 3 (Cl): -0.20, atom 4 (N): -0.39

=====

Entry from OMol25: C4H6O2 in the gas phase (wB97M-V/def2-TZVPD).

The energy above the lowest of the compared OMol25 structures with the same formula, charge and spin is 217.34 kJ/mol. The structure (SMILES) is C=C(O)[C@H]1CO1. Its HOMO energy is -9.0 eV. The calculation puts the total energy at -306.4235 Ha. For the LUMO energy, the calculation gives 0.9 eV.

Geometry (Å):
C: 0.51860 1.41072 0.31240
C: -0.47585 0.53899 0.47913
O: -1.77541 0.90957 0.65443
C: -0.33261 -0.94363 0.40996
C: 0.14681 -1.53666 -0.84671
O: 0.98777 -1.43397 0.28979
H: 1.55668 1.10778 0.30671
H: 0.28257 2.46053 0.16662
H: -1.76362 1.85243 0.87437
H: -0.99865 -1.53114 1.04350
H: 0.39072 -0.85992 -1.66501
H: -0.14701 -2.54775 -1.12600

Mulliken population analysis, charges in e, atoms 1 to 4: atom 1 (C): -0.98, atom 2 (C): 0.42, atom 3 (O): -0.49, atom 4 (C): 0.12

=====

Entry from OMol25: 2 unconnected molecules or ions with the total composition C6H10N4O2S at a distorted geometry (wB97M-V/def2-TZVPD).

The energy above the lowest of the compared OMol25 structures with the same formula, charge and spin is 383.12 kJ/mol. Its HOMO energy (alpha / beta) is -9.0 / -8.1 eV. The calculation puts the total energy at -1002.0802 Ha. For the LUMO energy (alpha / beta), the calculation gives -0.5 / -3.3 eV.

Geometry (Å):
C: 3.80051 -0.06786 -1.21071
C: 2.41804 0.06311 -1.42290
C: 3.84980 -0.22188 0.17760
C: -4.47300 -0.03534 0.67780
C: -3.26947 0.76002 0.82436
C: -3.35009 -0.04507 -0.48220
N: 2.66749 -0.03768 0.73258
N: 1.81111 0.22834 -0.25882
N: 4.98180 -0.41672 1.01860
N: -2.67312 -1.14091 -0.74568
O: -0.43571 1.14988 -1.19929
O: -0.32853 0.95488 1.19847
S: -0.07911 0.32746 -0.08546
H: 4.70421 -0.19230 -1.82603
H: 1.88609 -0.21775 -2.30489
H: -4.46295 -0.94041 1.15920
H: -5.59840 0.40946 0.46199
H: -3.22844 1.88274 0.74422
H: -2.58787 0.46514 1.53425
H: -3.57615 0.49834 -1.32443
H: 5.81924 -0.78106 0.53685
H: 4.63234 -0.73275 1.94515
H: -2.50778 -1.90965 -0.15066

Mulliken population analysis, charges in e, atoms 1 to 4: atom 1 (C): -0.73, atom 2 (C): -0.28, atom 3 (C): 0.71, atom 4 (C): -0.62

=====

Entry from OMol25: C6H9N in the gas phase (wB97M-V/def2-TZVPD).

The energy above the lowest of the compared OMol25 structures with the same formula, charge and spin is 279.28 kJ/mol. The structure (SMILES) is CC#CC[C@H]1CN1. Its HOMO energy is -9.3 eV. The calculation puts the total energy at -288.6757 Ha. For the LUMO energy, the calculation gives 1.0 eV.

Geometry (Å):
C: -2.05408 -0.84965 -2.47424
C: -1.03206 -0.19740 -1.65827
C: -0.18052 0.35911 -1.01314
C: 0.80531 0.99301 -0.13308
C: 0.53260 0.60232 1.30566
C: 1.18948 -0.64216 1.85003
N: 1.65045 0.68364 2.21739
H: -1.89602 -1.93253 -2.51279
H: -2.02303 -0.46166 -3.49714
H: -3.05522 -0.66596 -2.06999
H: 0.78178 2.08196 -0.26057
H: 1.81787 0.66506 -0.39191
H: -0.47106 0.89736 1.64858
H: 1.91079 -1.24714 1.29341
H: 0.59737 -1.23397 2.52979
H: 1.42635 0.94801 3.16626

Mulliken population analysis, charges in e, atoms 1 to 4: atom 1 (C): -1.28, atom 2 (C): 0.86, atom 3 (C): -0.18, atom 4 (C): -0.98

=====

Entry from OMol25: a molecular structure, C22H23As2N2NaO12S (wB97M-V/def2-TZVPD).

The energy above the lowest of the compared OMol25 structures with the same formula, charge and spin is 0.00 kJ/mol. Its HOMO energy is -6.2 eV. The calculation puts the total energy at -6896.5897 Ha. For the LUMO energy, the calculation gives -1.5 eV.

Geometry (Å):
Na: 0.00854 -0.14100 -0.74988
O: 4.26439 0.90837 0.22660
C: 2.96850 0.86564 -0.06559
O: 2.37493 -0.13088 -0.38558
C: 2.27569 2.19665 0.03704
C: 2.88090 3.37626 0.44682
C: 2.09230 4.51373 0.50671
C: 0.74950 4.43454 0.16134
C: 0.24011 3.20539 -0.23581
N: 0.99706 2.12157 -0.29235
C: -1.20202 2.92247 -0.60483
O: -2.02863 3.95908 -0.75770
O: -1.59020 1.79861 -0.75050
H: 4.61272 0.00404 0.17061
H: 3.92695 3.39283 0.71564
H: 2.51428 5.45667 0.82612
H: 0.13862 5.32571 0.22603
H: -1.58249 4.80513 -0.63980
S: 1.42565 -2.97595 2.06047
C: 0.45556 -2.80693 0.83227
N: -0.27820 -2.53218 -0.06511
C: -4.61929 -3.48658 2.63438
O: -5.37796 -2.40455 2.07638
C: -5.38781 -2.20288 0.75610
O: -6.10229 -1.35359 0.28707
C: -4.38844 -2.92262 -0.10902
C: -4.59637 -4.10335 -0.70020
As: -3.24187 -4.80020 -1.95609
C: -3.51968 -6.73531 -1.82651
C: -1.76826 -4.43370 -0.75280
C: -1.35390 -3.01224 -0.92218
As: -2.97029 -1.67978 -0.65570
C: -2.51790 -1.00877 1.14015
C: -0.83662 -2.59962 -2.30442
O: -0.45547 -1.46247 -2.54032
O: -0.80913 -3.55339 -3.20479
C: -0.40601 -3.16285 -4.52368
C: -1.89578 -4.86820 0.59086
O: -1.57293 -4.26065 1.61838
O: -2.41532 -6.13368 0.71984
C: -2.47947 -6.62741 2.04881
C: -5.88652 -4.79999 -0.46051
O: -6.54591 -4.74892 0.55026
O: -6.25731 -5.52025 -1.53184
C: -7.49806 -6.21663 -1.39289
H: -4.67813 -3.34972 3.71120
H: -3.57804 -3.46321 2.31626
H: -5.07699 -4.43355 2.35494
H: -4.17798 -7.03824 -2.63762
H: -3.92826 -7.03322 -0.86665
H: -2.54054 -7.19618 -1.94893
H: -2.06447 -1.79234 1.74429
H: -3.43318 -0.64546 1.60895
H: -1.84395 -0.15467 1.06057
H: -0.50779 -4.05514 -5.13221
H: 0.62615 -2.81771 -4.51528
H: -1.05356 -2.36962 -4.89178
H: -2.89478 -7.63042 1.97175
H: -3.12216 -6.00935 2.67653
H: -1.48997 -6.66560 2.50435
H: -7.65963 -6.72403 -2.33911
H: -8.30688 -5.51712 -1.18900
H: -7.43939 -6.93726 -0.57832

Mulliken population analysis, charges in e, atoms 1 to 4: atom 1 (Na): 0.81, atom 2 (O): -0.46, atom 3 (C): 0.25, atom 4 (O): -0.49

=====

Entry from OMol25: C19H20N2O4 in the gas phase at a distorted geometry (wB97M-V/def2-TZVPD).

The energy above the lowest of the compared OMol25 structures with the same formula, charge and spin is 218.52 kJ/mol. The structure (SMILES) is Cc1ccc(C2=NN(C(=O)CCCC(=O)O)[C@@H](c3ccco3)C2)cc1. Its HOMO energy is -8.2 eV. The calculation puts the total energy at -1146.5021 Ha. For the LUMO energy, the calculation gives 0.3 eV.

Geometry (Å):
C: -6.34929 -2.07474 -0.32586
C: -4.99878 -1.45474 -0.14677
C: -4.86850 -0.23386 0.50798
C: -3.63327 0.35754 0.67490
C: -2.48135 -0.26222 0.18521
C: -1.17631 0.33449 0.35082
N: -0.10525 -0.20386 -0.10518
N: 0.96699 0.55171 0.19288
C: 2.24651 0.23214 -0.14345
O: 3.16954 0.95119 0.18492
C: 2.39696 -1.07862 -0.87711
C: 2.58921 -2.22113 0.12896
C: 3.90923 -2.08881 0.88407
C: 5.09274 -2.47504 0.03519
O: 5.05852 -2.86582 -1.10024
O: 6.24221 -2.34492 0.71275
C: 0.60934 1.79293 0.91052
C: 1.01498 2.98553 0.11143
C: 0.80508 3.29567 -1.20145
C: 1.42551 4.55071 -1.40944
C: 1.95964 4.90463 -0.21005
O: 1.71384 3.96447 0.71531
C: -0.91326 1.64130 1.07302
C: -2.61115 -1.48831 -0.47312
C: -3.85056 -2.07052 -0.63382
H: -6.26621 -3.08723 -0.71211
H: -6.94201 -1.48620 -1.02623
H: -6.88662 -2.10186 0.62068
H: -5.75160 0.25700 0.89182
H: -3.56276 1.30504 1.18750
H: 3.27259 -1.02200 -1.52296
H: 1.50611 -1.26453 -1.47445
H: 2.58471 -3.16674 -0.41550
H: 1.75630 -2.22451 0.83430
H: 4.06787 -1.05831 1.21052
H: 3.92246 -2.72136 1.77395
H: 6.99516 -2.58026 0.14828
H: 1.14417 1.82114 1.86517
H: 0.28453 2.70254 -1.92611
H: 1.46689 5.10400 -2.32492
H: 2.51510 5.76645 0.10181
H: -1.21472 1.57877 2.11904
H: -1.45126 2.46495 0.60127
H: -1.72111 -1.96727 -0.84910
H: -3.93221 -3.01932 -1.14445

Mulliken population analysis, charges in e, atoms 1 to 4: atom 1 (C): -1.42, atom 2 (C): 1.10, atom 3 (C): -0.77, atom 4 (C): -0.67